Record 1
ORCA calculation (the ωB97M-V functional and the def2-TZVPD basis) on the molecule C4H7ClS in a non-equilibrium geometry.

Properties
SMILES string: CCS/C=C\Cl
HOMO, eV: -8.65
LUMO, eV: 0.855

Positions of all 13 atoms, in Å:
1 Cl -2.117 -0.620 -0.331
2 S 0.967 1.009 -0.574
3 C -1.369 0.430 0.822
4 C 1.518 -0.699 -0.582
5 C -0.198 1.017 0.740
6 C 2.145 -1.139 0.764
7 H -0.023 1.761 1.456
8 H 1.334 -1.168 1.546
9 H -1.944 0.682 1.723
10 H 2.962 -0.458 1.127
11 H 0.716 -1.304 -0.846
12 H 2.564 -2.134 0.673
13 H 2.333 -0.634 -1.322

---

Record 2
ORCA calculation (the ωB97M-V functional and the def2-TZVPD basis) on the molecule C4HF4I in a non-equilibrium geometry.

Properties
SMILES string: FC1=CC(F)(F)[C@]1(F)I
HOMO, eV: -9.92
LUMO, eV: -0.372

Positions of all 10 atoms, in Å:
1 I -2.593 0.370 -0.776
2 F 0.257 2.360 0.407
3 F -0.192 -1.686 -1.272
4 F 0.733 -1.828 0.665
5 F -1.150 -0.056 1.798
6 C -0.730 0.055 0.504
7 C 1.139 0.251 -0.434
8 C 0.190 -0.978 -0.208
9 C 0.315 1.087 0.186
10 H 2.032 0.425 -0.868

---

Record 3
ORCA calculation (the ωB97M-V functional and the def2-TZVPD basis) on a 2-piece molecular cluster, CH4NO2P overall in a non-equilibrium geometry.

Properties
SMILES string: NP=O.C=O
HOMO, eV: -9.94
LUMO, eV: 0.246

Positions of all 9 atoms, in Å:
1 P -1.537 -0.391 0.770
2 O 1.661 0.266 0.909
3 O -1.274 -1.429 -0.207
4 N -1.807 0.966 -0.175
5 C 1.997 -0.481 0.064
6 H -1.182 0.834 -0.954
7 H 1.975 -1.565 0.355
8 H 2.082 -0.082 -0.972
9 H -1.916 1.883 0.209

---

Record 4
ORCA calculation (the ωB97M-V functional and the def2-TZVPD basis) on C12H22BrNO3OsPS3 as an isolated structure.

Properties
Total charge: +2
HOMO (alpha / beta), eV: -14.94 / -14.71
2S+1: 2
LUMO (alpha / beta), eV: -7.349 / -7.517

Positions of all 44 atoms, in Å:
1 Os -0.954 0.367 -0.611
2 Br -3.513 0.610 -1.918
3 S 2.370 0.456 -0.809
4 S -0.706 1.140 1.528
5 S -2.046 -1.347 0.527
6 P -1.182 -0.711 2.217
7 O 0.133 -1.483 2.579
8 O -2.092 -0.749 3.463
9 O 0.937 -0.172 -0.812
10 N -0.960 1.007 -2.687
11 C 1.081 1.890 -5.726
12 C -2.472 1.224 -4.528
13 C 0.065 1.285 -3.513
14 C -2.189 0.991 -3.204
15 C 2.225 2.188 -0.416
16 C 3.054 -0.153 0.714
17 C -0.164 -3.915 2.609
18 C -0.100 1.564 -4.859
19 C -1.712 -0.960 4.876
20 C -1.309 0.349 5.499
21 C -1.401 1.517 -5.359
22 C 0.592 -2.757 2.013
23 H -0.916 -1.701 4.891
24 H -2.114 1.079 5.431
25 H 2.370 0.077 1.531
26 H 1.647 -2.789 2.274
27 H -1.234 -3.844 2.405
28 H -1.088 0.184 6.554
29 H 1.853 2.724 -1.288
30 H -0.009 -3.970 3.686
31 H 0.484 -2.698 0.930
32 H 0.198 -4.843 2.167
33 H -1.581 1.712 -6.409
34 H 1.055 1.281 -3.077
35 H -3.487 1.181 -4.894
36 H 3.229 2.544 -0.180
37 H 3.202 -1.224 0.599
38 H -2.607 -1.382 5.323
39 H 1.566 2.307 0.441
40 H 1.820 1.088 -5.700
41 H 0.776 2.032 -6.760
42 H -0.411 0.757 5.032
43 H 1.566 2.808 -5.391
44 H 4.021 0.334 0.852

---

Here are the calculated energy relative to the best compared isomer or geometry (same formula, charge and spin) numbers, same order: 0.434, 0.000, 1.171, 0.666 (eV).